Record 1
Computed, not measured: 4 unconnected molecules or ions with the total composition C9H27FN2O5S4 in a non-equilibrium geometry, with ωB97M-V/def2-TZVPD.

```
48
Properties=species:S:1:pos:R:3:forces:R:3:nbo_charge:R:1
C 1.67164 -0.21951 -3.62621 -0.129 -0.087 0.533 -0.624
C 0.29016 0.09035 -3.00819 0.381 0.548 -0.344 -0.410
C -0.53452 1.15469 -3.74744 -0.400 -0.358 0.778 -0.222
N -1.92398 1.11461 -3.19616 0.825 0.337 -0.416 -0.460
N -2.71254 0.29182 -4.03075 0.154 -0.319 0.741 -0.721
S -3.71341 -0.71070 -3.18503 -1.093 1.113 -0.579 2.540
O -4.53870 -1.34911 -4.12649 -0.176 -0.911 -1.111 -0.931
O -4.36176 -0.05129 -2.12001 0.416 0.207 1.195 -0.915
F -2.75237 -1.77539 -2.60105 0.369 0.348 -0.014 -0.460
H 2.42408 0.02807 -2.88088 0.131 0.084 -0.226 0.240
H 1.75422 -1.29941 -3.76815 0.136 0.116 -0.367 0.198
H 1.90055 0.32139 -4.54659 -0.200 -0.136 -0.063 0.195
H -0.30414 -0.82365 -2.95161 -0.026 0.080 0.058 0.193
H 0.47520 0.46712 -1.99120 -0.384 -0.239 -0.293 0.228
H -0.61306 0.99060 -4.82700 0.351 -0.053 0.028 0.171
H -0.14592 2.15588 -3.55100 0.109 -0.100 -0.011 0.218
H -2.29110 2.05978 -3.16905 -0.281 -0.183 0.079 0.356
H -3.23522 0.79315 -4.74341 -0.154 -0.404 -0.094 0.397
C -0.12739 4.24767 1.09621 -0.137 0.097 -0.035 -0.833
S 0.59886 2.79726 0.31524 0.161 -0.227 0.279 1.268
O 0.48894 2.97671 -1.15469 -0.169 0.171 -0.206 -1.001
C -0.69238 1.65065 0.80758 -0.187 -0.008 0.036 -0.834
H 0.50695 5.10483 0.87869 0.042 -0.049 -0.031 0.236
H -1.12710 4.42107 0.69634 0.010 -0.037 -0.033 0.226
H -0.17251 4.09199 2.17420 0.036 -0.035 -0.008 0.224
H -1.65505 1.99314 0.42502 0.049 0.041 -0.080 0.226
H -0.71937 1.57794 1.89510 0.115 -0.054 -0.003 0.235
H -0.45866 0.67465 0.38682 0.100 0.032 -0.003 0.255
C 4.19052 -1.93161 0.97352 -0.002 -0.017 0.158 -0.834
S 3.32744 -2.10337 -0.59544 0.061 -0.050 -0.007 1.257
O 2.51547 -0.87551 -0.78470 -0.038 -0.019 0.235 -0.989
C 2.20636 -3.39983 -0.04952 -0.084 -0.071 0.101 -0.834
H 4.92160 -1.13215 0.87210 -0.026 0.005 -0.079 0.241
H 3.47749 -1.67892 1.75920 -0.052 0.026 -0.059 0.239
H 4.70197 -2.86519 1.20993 0.008 -0.002 -0.042 0.224
H 1.62675 -3.04808 0.80464 0.026 0.078 -0.016 0.235
H 2.78103 -4.28643 0.21984 0.022 0.009 -0.031 0.225
H 1.53635 -3.63713 -0.87366 0.043 0.054 -0.042 0.241
C -1.05074 0.47921 5.57712 -0.112 0.056 -0.004 -0.833
S 0.10914 -0.76752 4.99674 0.042 -0.030 0.078 1.253
O 0.44799 -0.43198 3.58849 -0.083 0.022 -0.026 -0.989
C -1.07858 -2.11785 4.95095 -0.119 -0.036 -0.019 -0.832
H -0.52367 1.42914 5.64069 0.066 -0.044 -0.014 0.240
H -1.88012 0.56604 4.87460 0.032 -0.042 -0.037 0.231
H -1.41849 0.20064 6.56473 0.031 -0.010 0.004 0.230
H -1.90555 -1.85886 4.28950 0.038 0.048 -0.022 0.233
H -1.44537 -2.31236 5.95894 0.035 0.007 0.010 0.229
H -0.57101 -3.00252 4.57203 0.062 0.043 0.002 0.240
```
Forces are in eV/Å.

Its molar mass is 390.59 g/mol. For the orbital gap, the calculation gives 9.039 eV. The HOMO energy comes out at -8.613 eV. As for the charge: 0. For the energy, the calculation gives -2537.29166 Eh.

=====

Record 2
Computed, not measured: 3 unconnected molecules or ions with the total composition C9H27O12P3 in a non-equilibrium geometry, with ωB97M-V/def2-TZVPD.

```
51
Properties=species:S:1:pos:R:3:forces:R:3:nbo_charge:R:1
C -1.06901 2.27810 2.69191 -0.750 0.892 0.263 -0.274
O 0.27654 1.75504 2.73828 -0.290 -0.317 -0.498 -0.810
P 0.87416 1.34895 4.14415 2.889 1.317 0.969 2.563
O 0.65878 2.36391 5.20456 -0.340 -1.168 -0.512 -1.108
O 2.49505 1.17514 3.81779 -2.232 -0.525 -0.639 -0.823
C 3.47088 1.07919 4.86682 -0.581 1.683 0.432 -0.254
O 0.42270 -0.13405 4.43993 0.018 1.895 -1.363 -0.822
C 0.10682 -0.51731 5.76922 -0.386 -1.972 -1.150 -0.265
H -1.85553 1.52746 2.61428 0.414 -0.477 0.404 0.186
H -1.29517 2.94206 1.85757 1.099 -0.263 -0.573 0.206
H -1.25488 2.95593 3.52504 0.118 -0.465 0.448 0.214
H 3.90663 0.10705 5.09739 -0.219 -0.158 -0.762 0.188
H 3.03152 1.46465 5.78687 -0.064 -0.055 0.164 0.194
H 4.18715 1.84312 4.56441 0.539 -0.514 0.215 0.199
H -0.61909 -1.26735 5.45523 -0.572 -0.150 1.380 0.196
H -0.30234 0.27908 6.39086 0.443 -0.168 0.028 0.223
H 0.99202 -1.09053 6.04479 -0.125 0.443 1.180 0.192
C -1.08878 -1.66568 -3.88722 2.093 0.473 2.005 -0.270
O -2.00937 -1.27848 -4.84029 -1.292 -1.103 -1.745 -0.812
P -2.66039 0.13643 -4.86335 -3.279 1.607 2.247 2.564
O -3.91601 0.43697 -5.63672 2.823 -1.049 0.296 -1.059
O -1.34229 0.97993 -4.99594 -0.306 1.194 0.329 -0.823
C -1.17877 2.36163 -4.55034 0.272 -0.021 -0.828 -0.245
O -3.06633 0.39111 -3.27763 1.614 0.106 -0.888 -0.857
C -4.12585 -0.29948 -2.60130 0.455 0.611 -1.475 -0.241
H -1.38088 -2.52455 -3.28296 -0.406 -0.180 -0.481 0.180
H -0.86800 -0.87812 -3.16672 -0.533 0.250 0.151 0.210
H -0.07399 -1.80683 -4.25919 -0.239 -0.460 -0.794 0.200
H -0.75854 2.87395 -5.41582 0.197 0.028 0.184 0.194
H -0.47886 2.38443 -3.71506 -0.096 -0.193 -0.095 0.197
H -2.08071 2.91626 -4.29152 -0.310 -0.646 0.075 0.199
H -4.44863 -1.11647 -3.24660 -0.261 -0.235 0.358 0.186
H -4.91098 0.45513 -2.55412 -0.299 -0.457 0.638 0.196
H -3.71589 -0.64964 -1.65398 -0.398 0.075 0.039 0.181
C 2.73198 0.95073 0.26586 -1.288 0.876 -0.682 -0.249
O 2.65607 -0.44674 0.07344 -0.146 -2.058 -0.727 -0.810
P 1.85340 -1.08816 -1.19198 -1.234 0.166 2.138 2.546
O 2.39285 -0.82741 -2.52321 -0.508 -0.030 0.202 -1.068
O 0.28067 -0.53817 -0.95261 1.399 -0.928 0.048 -0.820
C -0.38649 -0.92348 0.28370 0.498 0.939 0.708 -0.264
O 1.77818 -2.62429 -0.68355 0.196 0.059 -1.404 -0.810
C 1.67531 -3.76601 -1.58648 -0.880 -1.364 0.606 -0.279
H 1.97887 1.33049 -0.42459 0.193 0.916 0.040 0.177
H 3.70359 1.39311 0.04592 0.069 -0.445 -0.084 0.190
H 2.40559 1.23452 1.26637 0.229 -0.367 0.058 0.208
H -0.71187 -0.05288 0.85318 0.006 0.646 -0.601 0.184
H 0.31582 -1.33299 1.00976 -0.054 -0.755 -0.365 0.203
H -1.30555 -1.49484 0.15338 0.482 -0.462 -0.533 0.189
H 2.20754 -3.81485 -2.53646 0.487 0.833 0.451 0.213
H 0.67762 -4.14448 -1.80892 -1.008 1.636 -0.379 0.185
H 1.82449 -4.68158 -1.01413 1.564 0.343 0.523 0.202
```
Forces are in eV/Å.

Its molar mass is 420.22 g/mol. For the orbital gap, the calculation gives 10.443 eV. The HOMO energy comes out at -10.068 eV. As for the charge: 0. For the energy, the calculation gives -2286.23768 Eh. As for the structure (SMILES): COP(=O)(OC)OC.COP(=O)(OC)OC.COP(=O)(OC)OC. The energy above the lowest of the compared OMol25 structures with the same formula, charge and spin is 2.6962 eV.

=====

Record 3
Computed, not measured: 5 unconnected molecules or ions with the total composition C9H28N6O5 in a non-equilibrium geometry, with ωB97M-V/def2-TZVPD.

```
48
Properties=species:S:1:pos:R:3:forces:R:3:nbo_charge:R:1
N 0.96278 2.38367 -0.50574 1.578 0.052 -0.497 -0.853
C 2.05987 1.57290 -0.33550 -0.499 -0.163 -0.226 0.788
N 3.25846 2.15837 -0.62235 -0.258 0.585 -0.046 -0.840
O 1.96890 0.39212 -0.01379 -0.005 -0.007 0.289 -0.721
H 0.11268 2.16977 -0.00244 -0.258 -0.049 0.225 0.431
H 1.16700 3.36455 -0.60339 -0.219 0.029 -0.077 0.364
H 3.26378 3.15053 -0.77249 0.328 -0.057 -0.098 0.382
H 4.12820 1.66359 -0.59785 -0.108 -0.242 0.121 0.412
N 1.35829 -2.25761 1.10210 -0.262 0.476 0.452 -0.884
C 1.91869 -2.31034 2.34574 0.085 -0.595 0.501 0.772
N 1.98977 -1.08817 2.96774 -0.113 -0.019 -0.002 -0.867
O 2.26264 -3.34168 2.90501 -0.107 0.284 -0.269 -0.662
H 1.20509 -1.33494 0.72457 0.375 -0.150 -0.637 0.420
H 1.27454 -3.08792 0.54784 0.161 -0.021 -0.019 0.414
H 1.85367 -0.22282 2.47580 0.102 -0.013 -0.073 0.399
H 2.32795 -1.08706 3.91094 0.105 0.044 -0.024 0.405
N 0.38798 -2.50760 -6.11322 0.077 -0.035 -0.306 -0.847
C -0.42361 -2.81067 -5.06082 0.417 -0.027 1.069 0.769
N -1.26810 -1.81244 -4.64441 0.056 -0.323 -0.421 -0.851
O -0.33077 -3.86761 -4.45402 -0.262 0.176 -0.396 -0.657
H 0.35758 -1.63509 -6.60518 -0.004 0.045 0.071 0.385
H 1.20010 -3.08849 -6.21204 -0.038 -0.038 -0.114 0.408
H -1.24274 -0.89168 -5.03710 -0.196 0.030 0.047 0.388
H -1.94875 -2.07682 -3.95900 -0.069 0.170 0.015 0.406
C -0.16631 2.02214 3.20937 0.287 0.263 0.273 -0.640
C -1.06455 2.76667 2.24749 0.107 1.137 -0.138 0.097
C -0.55802 4.16808 1.94821 0.379 1.038 0.066 -0.622
O -1.20667 2.13034 0.98815 -0.557 -0.356 -0.046 -0.756
H 0.81690 1.78959 2.79220 -0.223 -0.263 -0.449 0.201
H -0.67400 1.13170 3.57420 0.275 -0.135 0.075 0.230
H 0.11046 2.68005 4.03833 -0.478 -0.110 0.191 0.217
H -2.04972 2.94013 2.69931 -0.028 -0.503 0.052 0.167
H -1.27365 4.80729 1.42487 -0.227 -0.417 -0.151 0.216
H 0.35639 4.20010 1.34830 -0.008 -0.316 0.151 0.195
H -0.34250 4.73592 2.85973 0.010 -0.318 0.102 0.211
H -1.24778 1.16450 1.08693 -0.122 -0.189 0.501 0.511
C -1.05684 -0.95251 -0.96591 0.305 0.655 0.703 -0.629
C -1.99025 -0.99325 0.25821 0.639 -2.683 -1.231 0.091
C -2.48304 -2.44959 0.35717 -0.890 0.191 0.306 -0.628
O -1.34509 -0.68929 1.48236 -0.445 1.700 0.387 -0.765
H -0.17127 -1.52028 -0.69081 0.060 -0.034 -0.303 0.206
H -0.73195 0.05708 -1.22513 0.008 -0.006 -0.006 0.215
H -1.48493 -1.42533 -1.84338 -0.223 0.028 0.041 0.208
H -2.85912 -0.35827 0.10094 0.142 0.400 0.459 0.182
H -2.89153 -2.83555 -0.57842 -0.030 0.199 -0.059 0.205
H -3.28478 -2.47262 1.10078 0.084 -0.245 0.020 0.212
H -1.71120 -3.15323 0.66959 0.234 0.247 0.049 0.213
H -0.53451 -1.17826 1.67711 -0.184 -0.436 -0.579 0.501
```
Forces are in eV/Å.

Its molar mass is 300.36 g/mol. For the orbital gap, the calculation gives 10.058 eV. The HOMO energy comes out at -9.576 eV. As for the charge: 0. For the energy, the calculation gives -1064.56497 Eh. As for the structure (SMILES): NC(N)=O.NC(N)=O.NC(N)=O.CC(C)O.CC(C)O. The energy above the lowest of the compared OMol25 structures with the same formula, charge and spin is 0.0000 eV.